(1)
{
  "formula": "C15H17FeN4O8S",
  "method": "ωB97M-V with the def2-TZVPD basis set",
  "spin_multiplicity": 5,
  "orbital_gap_ev": [8.880, 8.925],
  "charge": 1,
  "homo_energy_ev": [-12.7, -12.9],
  "elements": ["H", "H", "H", "S", "C", "C", "O", "C", "H", "H", "N", "O", "H", "C", "H", "C", "N", "C", "C", "C", "C", "N", "O", "C", "C", "H", "H", "H", "O", "H", "C", "O", "C", "C", "H", "O", "H", "Fe", "C", "H", "O", "H", "O", "H", "N", "H"],
  "coordinates": [[0.752, -2.704, -2.593], [-4.344, -1.673, 4.936], [4.894, 5.024, -0.839], [-2.105, -1.461, 1.993], [0.109, -2.019, -2.058], [-2.932, -2.175, 3.390], [-0.988, -2.297, 1.613], [-3.848, -1.179, 4.100], [4.153, 3.758, 1.196], [2.582, 0.904, 2.843], [0.500, -0.774, -1.613], [3.093, 0.172, -3.229], [-2.925, 0.332, -0.236], [4.432, 4.051, -0.941], [-0.862, 1.183, 0.562], [3.563, 1.365, -3.517], [-1.989, -3.329, -2.095], [-1.191, -2.174, -1.763], [4.006, 3.363, 0.199], [3.411, 2.141, 0.003], [-0.560, -0.201, -1.044], [-1.613, -1.030, -1.090], [-1.868, -0.057, 2.250], [-3.319, -1.570, 0.700], [3.687, 2.225, -2.273], [-4.269, -1.219, 1.114], [-4.622, -0.790, 3.434], [4.631, 3.956, -3.099], [2.878, 1.614, 2.254], [-3.277, -0.334, 4.481], [-0.552, 1.180, -0.481], [3.895, 1.793, -4.590], [-2.946, -0.717, -0.514], [2.941, 1.173, 1.023], [-3.471, -3.044, 2.997], [2.644, 0.035, 0.691], [-3.399, -2.621, 0.435], [2.540, -0.455, -1.513], [4.285, 3.477, -2.192], [-1.221, 1.837, -1.043], [-1.408, -4.229, -2.658], [0.458, 1.570, -0.563], [-3.180, -3.313, -1.815], [-2.115, -2.532, 4.022], [3.243, 1.617, -1.198], [-3.692, -0.870, -1.280]],
  "atomic_forces_ev_per_a": [[-0.1, 0.1, 0.1], [0.0, 0.0, 0.0], [0.0, 0.0, 0.0], [0.3, 0.1, 0.0], [0.3, 0.4, -0.2], [-0.2, 0.0, 0.1], [-0.1, 0.1, 0.0], [0.0, -0.1, -0.1], [0.0, 0.0, -0.1], [-0.1, -0.1, 0.1], [0.4, -0.7, 0.0], [0.2, -0.3, -0.4], [0.0, 0.0, 0.0], [0.0, 0.1, 0.0], [0.0, 0.0, 0.1], [-0.1, -0.2, 0.0], [-0.3, 0.0, -0.1], [-0.5, 0.0, 0.4], [0.1, 0.3, 0.1], [-0.1, 0.0, 0.2], [0.3, 0.0, 0.1], [-0.7, -0.1, -0.1], [0.1, 0.0, -0.1], [0.0, 0.1, -0.2], [0.1, 0.0, -0.1], [0.1, 0.0, -0.2], [0.1, -0.1, 0.1], [0.0, 0.0, 0.1], [0.1, 0.1, 0.0], [0.0, -0.1, 0.0], [-0.1, -0.2, 0.0], [-0.1, -0.1, 0.1], [0.3, -0.3, 0.1], [0.1, 0.1, 0.1], [0.1, 0.0, 0.1], [-0.2, -0.5, 0.0], [-0.1, -0.1, 0.0], [-0.1, 1.7, 0.0], [0.0, 0.1, -0.1], [0.1, -0.1, 0.0], [-0.1, 0.2, 0.2], [0.0, 0.1, 0.0], [0.4, 0.2, 0.0], [-0.1, 0.0, 0.0], [0.0, -0.5, 0.0], [-0.1, 0.0, -0.2]]
}



(2)
{
  "formula": "C21H56O7",
  "method": "ωB97M-V with the def2-TZVPD basis set",
  "spin_multiplicity": 2,
  "orbital_gap_ev": [9.178, 2.418],
  "charge": 1,
  "homo_energy_ev": [-11.8, -11.8],
  "e_above_lowest_ev": 1.357,
  "elements": ["H", "H", "C", "H", "H", "H", "O", "H", "H", "H", "H", "C", "H", "H", "H", "H", "H", "H", "H", "H", "H", "H", "C", "C", "C", "C", "O", "H", "H", "H", "H", "O", "H", "H", "H", "H", "H", "H", "H", "C", "H", "C", "H", "C", "H", "H", "C", "H", "O", "H", "H", "O", "C", "H", "C", "C", "C", "H", "H", "C", "C", "H", "H", "H", "H", "H", "H", "H", "H", "H", "O", "H", "O", "H", "C", "H", "H", "H", "H", "C", "C", "C", "H", "C"],
  "coordinates": [[5.804, 4.345, 1.673], [3.839, 1.433, 5.204], [0.823, 0.608, 0.953], [-6.132, 1.787, -1.452], [-3.802, 4.567, -1.546], [-2.503, -4.332, -4.009], [-6.007, 3.969, -3.009], [4.464, 3.649, 2.485], [5.955, -1.666, -2.625], [-3.257, 4.437, -3.174], [0.740, -3.469, -2.890], [-0.137, -3.126, -2.341], [3.667, 2.474, 0.563], [-5.681, -2.460, -2.063], [1.140, -1.101, 4.819], [0.899, 0.867, 6.898], [5.901, -3.406, -2.295], [-6.061, -0.159, 0.959], [-4.316, -0.161, 1.170], [-0.851, -4.937, -4.299], [-0.822, 2.670, 0.183], [-6.837, -1.642, -1.242], [2.395, 0.146, 6.171], [-1.169, -4.290, -2.242], [-0.314, 0.520, -0.092], [-1.270, 1.690, 0.025], [3.986, 4.310, -0.200], [3.391, 4.730, 0.426], [-2.292, -2.961, -1.342], [-2.007, -5.875, -3.332], [3.003, -0.685, 6.528], [3.659, -3.693, -1.195], [-2.073, 1.695, -0.712], [3.510, -1.357, -0.194], [-5.269, -1.578, 1.333], [3.635, -2.792, -2.934], [2.289, -0.289, 3.892], [2.650, 2.260, 5.957], [3.892, 1.439, 7.035], [5.203, 3.436, 1.713], [-1.703, 1.662, 1.025], [5.577, 2.537, -0.556], [-4.869, -0.362, -1.366], [-3.660, 3.846, -2.351], [-3.834, -2.569, -0.135], [-2.871, 3.263, -1.877], [3.976, -2.519, -1.935], [2.205, -1.252, -1.291], [1.456, 0.158, 7.226], [-6.840, 3.496, -2.942], [0.433, 0.221, 1.894], [-2.292, -3.900, -1.542], [4.520, 3.140, 0.431], [-0.622, -5.013, -1.637], [-4.915, 3.065, -2.640], [-5.146, -0.695, 0.707], [1.687, -0.158, 4.791], [1.112, 1.609, 1.273], [0.973, 0.661, 4.697], [3.276, 1.385, 6.136], [-4.879, -1.160, -0.624], [-4.736, 2.278, -3.373], [0.103, 0.500, -1.098], [5.096, 2.510, -1.533], [5.748, 2.660, 2.250], [-5.780, 3.353, -0.598], [0.267, -2.798, -1.383], [-5.837, -3.084, -0.520], [5.825, -2.214, -0.927], [-1.950, -0.655, -0.166], [-3.678, -1.783, -0.664], [3.908, -4.428, -1.760], [-1.046, -0.699, 0.156], [5.786, 1.518, -0.231], [-5.882, -2.129, -1.043], [-4.597, 2.020, -0.798], [-0.555, -2.266, -2.863], [3.756, -0.403, -1.624], [1.701, 0.028, 0.669], [3.293, -1.321, -1.262], [-5.406, 2.579, -1.269], [5.551, -2.429, -1.960], [6.470, 3.161, -0.512], [-1.661, -4.869, -3.573]],
  "atomic_forces_ev_per_a": [[0.3, -0.2, -0.3], [0.7, -0.5, 0.2], [-0.7, -0.4, 0.3], [-0.7, 0.2, 0.3], [-0.7, 0.3, -0.1], [0.2, 0.3, 0.3], [1.4, 0.0, -1.0], [-0.4, 0.4, 0.1], [-0.2, 0.1, 0.0], [0.0, -0.3, -0.2], [-0.1, -0.1, -0.2], [-0.1, -0.6, -0.3], [0.2, -0.5, 0.1], [0.5, 0.0, -0.3], [-0.2, 0.1, 0.5], [-0.9, 0.3, 0.8], [0.3, 0.1, 0.2], [0.0, 0.3, -0.8], [0.1, 0.3, -0.2], [0.2, 0.2, 0.3], [0.5, 0.1, -1.1], [-0.5, -0.4, 1.0], [1.2, -1.8, -0.7], [1.7, 3.7, -0.1], [0.1, 0.6, 0.5], [-0.2, 0.4, 1.3], [0.3, 0.0, 0.1], [-0.1, 0.2, 0.1], [-0.1, 1.8, 0.5], [-0.1, -0.1, -0.4], [0.4, -0.3, -0.8], [-0.6, -0.3, 0.6], [0.2, 0.1, 0.0], [0.3, -0.2, 0.1], [0.1, -0.4, 0.2], [-0.2, 1.0, -0.5], [0.5, 0.6, 0.2], [-0.2, 0.3, 0.8], [-0.1, 0.3, -0.2], [-0.6, 0.9, 2.2], [-0.6, -0.7, 0.1], [-1.7, 0.3, 0.7], [0.2, 0.2, 0.0], [0.6, 1.2, 0.1], [0.3, -0.4, 0.5], [0.0, -0.6, -0.7], [1.0, -0.3, -0.1], [0.0, -0.2, -0.6], [-0.5, 1.0, -0.8], [0.0, -0.2, 0.0], [-0.1, -0.5, 0.0], [0.0, -2.0, -0.3], [1.0, -0.6, -1.6], [-0.3, -1.2, 0.3], [-1.5, 1.6, 2.1], [-0.3, 0.7, 3.7], [0.1, -0.1, 1.3], [0.1, 0.2, -0.8], [-0.2, 0.0, -0.6], [-0.7, 0.0, -0.8], [-1.9, 1.7, -1.9], [-0.2, -0.1, 0.0], [0.1, -0.1, -0.2], [0.4, 0.0, -0.2], [0.4, -0.4, -0.8], [0.1, 0.0, -0.4], [-0.4, -0.1, 0.3], [-0.7, 0.3, 0.8], [0.4, -0.2, -0.1], [-0.2, 0.3, -0.1], [3.6, -1.5, -0.2], [0.1, -0.2, 0.2], [0.7, -0.4, -0.1], [0.2, 0.0, -0.1], [-1.4, -1.0, -2.6], [0.2, 0.1, 0.5], [-0.1, 0.0, -0.1], [-0.3, 0.1, -0.1], [-0.1, 0.1, 0.0], [0.8, -0.2, 0.0], [0.7, -2.1, -0.6], [-1.6, 0.3, 0.1], [0.0, -0.1, -0.3], [-0.7, -1.6, -0.2]]
}



(3)
{
  "formula": "C6H42N2O13",
  "method": "ωB97M-V with the def2-TZVPD basis set",
  "orbital_gap_ev": 9.900,
  "homo_energy_ev": -9.8,
  "e_above_lowest_ev": 5.358,
  "elements": ["H", "H", "N", "H", "H", "H", "O", "O", "H", "H", "N", "H", "H", "O", "H", "H", "O", "H", "H", "H", "H", "H", "C", "H", "H", "O", "C", "H", "H", "H", "C", "H", "H", "C", "C", "H", "H", "O", "O", "H", "H", "C", "O", "H", "H", "O", "H", "O", "O", "H", "H", "H", "H", "O", "H", "H", "H", "O", "H", "H", "H", "H", "H"],
  "coordinates": [[-1.941, 1.213, -2.519], [-2.330, -3.266, -0.300], [-1.710, 1.032, -1.547], [-0.880, -2.828, 2.616], [1.441, 4.026, 2.697], [-1.973, -1.480, 3.096], [-2.650, -0.734, 2.898], [2.873, 4.338, -0.312], [2.972, 0.716, 0.044], [-0.269, -4.829, 1.596], [1.045, 0.629, 0.883], [-3.031, -1.273, -0.040], [1.564, 2.188, -1.494], [0.959, -1.871, -3.159], [-1.841, 1.779, 2.275], [-0.942, -3.827, -1.928], [-0.448, -2.247, 3.216], [0.108, 0.163, -1.356], [-3.107, -1.843, -3.504], [1.796, -1.778, -3.759], [1.862, 2.275, 1.994], [-1.548, -4.454, 1.152], [-0.187, 1.341, 0.501], [3.686, 0.347, 1.876], [-0.334, 2.273, 0.780], [0.884, 4.036, 1.953], [2.829, 0.202, 2.465], [0.353, 1.395, -4.064], [1.130, 2.908, -3.941], [-3.306, -3.383, -1.330], [1.590, 1.125, 2.146], [-2.208, 1.863, -1.141], [3.244, 0.330, 3.394], [-0.274, 1.146, -1.144], [0.547, 2.207, -1.911], [-1.125, 2.374, 3.505], [-0.613, 2.952, -3.611], [-2.808, -4.003, -0.899], [-3.723, -1.609, -2.842], [0.457, -3.097, -1.562], [4.489, 1.008, 0.251], [0.295, 2.329, -3.453], [3.798, 0.979, -0.413], [0.180, 3.343, 2.043], [2.576, 4.016, -1.136], [-1.636, 2.632, 2.680], [-1.141, 0.786, 0.765], [3.112, 0.194, -2.925], [-2.537, -1.798, 0.604], [1.006, 0.912, 2.978], [-3.219, -0.920, -2.328], [-2.718, -1.437, 1.392], [3.701, 0.296, -2.120], [-1.113, -4.510, 1.962], [-0.162, -2.631, 3.967], [2.596, 3.645, 0.365], [2.752, 1.065, -2.993], [-0.296, -3.679, -1.224], [0.891, -0.359, 1.084], [1.118, -1.460, -2.246], [2.634, -0.911, 2.266], [0.105, 3.260, -1.488], [-3.459, -0.895, 3.425]],
  "atomic_forces_ev_per_a": [[0.9, -0.3, -0.4], [-1.1, -2.5, -1.4], [-1.0, 1.8, 1.2], [-0.1, -2.1, -0.8], [0.8, -0.1, 1.7], [-1.0, 1.7, 0.3], [0.2, -1.0, 1.0], [0.2, -0.7, 2.7], [0.1, 0.2, -0.3], [0.1, 0.1, 0.6], [-0.2, 1.0, 1.1], [0.3, -0.1, 0.1], [0.0, -0.2, -0.7], [1.7, 0.5, 0.1], [-0.1, -0.1, 0.2], [0.3, 0.2, 0.1], [-0.8, 4.3, -3.0], [0.5, -0.4, 0.1], [1.0, -0.6, -1.3], [-2.1, 0.2, 2.4], [-0.4, -2.9, 0.7], [-2.1, 0.3, -2.3], [-1.0, -7.1, -5.0], [0.9, 0.6, -1.2], [0.2, 4.3, 1.1], [-1.8, -0.2, -1.8], [-1.5, -1.2, -2.1], [-0.7, 0.4, 0.8], [-0.7, -0.2, 0.7], [-2.7, 2.1, -2.4], [3.8, 0.6, -1.6], [0.5, -1.0, 0.0], [0.3, 0.2, 2.8], [-0.6, 0.8, 0.5], [-2.2, 2.6, 1.3], [-1.1, 0.4, -1.3], [0.5, -0.9, -0.2], [3.2, 0.1, 3.5], [-0.1, 1.5, 2.1], [-1.8, -1.6, 0.1], [0.0, 0.1, 0.0], [1.5, 0.4, -0.3], [-0.2, 0.0, 0.0], [0.8, 1.2, 0.5], [-0.5, -0.6, -1.3], [1.1, -0.4, 1.6], [1.1, 0.3, 0.3], [1.2, -0.7, 1.1], [1.1, -2.0, -5.6], [-1.9, 0.4, 1.6], [-0.7, -0.8, -0.7], [-1.2, 2.3, 4.9], [-0.9, -0.2, -1.0], [1.8, -0.5, 1.3], [1.2, -2.5, 3.7], [0.3, 1.5, -1.4], [-0.5, 0.8, -0.3], [2.0, 1.1, 0.0], [-0.6, 0.2, -0.6], [0.4, -0.4, -2.5], [-0.3, 1.5, 0.6], [1.1, -2.2, -0.8], [0.8, 0.0, -0.3]]
}



(4)
{
  "formula": "C5H13NS",
  "method": "ωB97M-V with the def2-TZVPD basis set",
  "orbital_gap_ev": 5.876,
  "homo_energy_ev": -6.6,
  "e_above_lowest_ev": 3.054,
  "elements": ["C", "H", "C", "H", "C", "H", "H", "H", "H", "C", "N", "S", "H", "H", "C", "H", "H", "H", "H", "H"],
  "coordinates": [[-0.954, -2.999, 0.556], [-0.242, 3.578, -0.460], [1.262, 2.066, -0.842], [1.761, 2.192, 0.108], [0.994, -1.550, 0.332], [1.088, -3.442, 1.174], [1.861, 2.702, -1.476], [1.392, 1.041, -1.149], [-0.724, 2.477, -1.695], [-0.230, 2.515, -0.738], [0.482, -2.688, 0.794], [-1.535, 0.021, -0.307], [-1.571, -2.225, 1.071], [2.093, -1.360, 0.467], [-1.064, 1.693, 0.283], [0.265, -0.814, -0.141], [-1.221, -4.052, 0.820], [-1.062, -2.887, -0.549], [-0.548, 1.566, 1.281], [-2.047, 2.167, 0.472]],
  "atomic_forces_ev_per_a": [[-0.1, -0.2, -0.8], [0.0, -0.1, 0.2], [-0.8, 0.6, 0.4], [0.0, -0.2, 0.7], [0.5, -2.1, 1.0], [-0.6, 1.1, -0.2], [-0.1, 0.2, -0.7], [-0.2, -0.4, -0.2], [-0.1, -0.3, -0.5], [0.7, -0.2, 0.9], [1.1, 1.2, -0.8], [0.2, 0.1, 0.0], [0.4, -0.6, -0.5], [-1.2, -0.4, 0.1], [-0.1, 0.0, 0.3], [-0.2, -0.1, 0.1], [0.6, 1.0, 0.1], [-0.4, 0.0, 0.9], [-0.4, 0.4, -1.0], [0.7, 0.2, 0.0]]
}



(5)
{
  "formula": "C3H12N2O2P",
  "method": "ωB97M-V with the def2-TZVPD basis set",
  "orbital_gap_ev": 9.668,
  "charge": 1,
  "smiles": "C[NH2+][C@H](C)OP(N)O",
  "homo_energy_ev": -12.9,
  "e_above_lowest_ev": 0.632,
  "elements": ["H", "C", "H", "H", "N", "H", "O", "O", "H", "H", "H", "H", "H", "N", "H", "H", "P", "C", "C", "H"],
  "coordinates": [[2.415, 2.169, -1.116], [1.303, -1.459, 0.707], [1.342, -2.161, -0.187], [2.114, 2.133, 0.555], [-3.303, -0.953, -0.480], [-3.380, -1.999, -0.420], [-2.649, 1.167, 0.483], [-0.851, -0.486, -0.178], [0.314, 0.319, 1.376], [-3.320, -0.495, -1.489], [1.368, 0.016, -1.428], [-3.690, 1.161, 0.614], [2.357, -1.086, 0.859], [1.081, 0.683, -0.592], [3.101, 0.906, -0.077], [0.477, 1.325, -1.008], [-2.326, -0.413, 0.729], [2.247, 1.489, -0.295], [0.506, -0.214, 0.459], [0.894, -2.101, 1.489]],
  "atomic_forces_ev_per_a": [[0.3, -0.1, -0.5], [1.4, -0.3, -1.8], [-0.2, 1.1, 0.7], [-0.6, 0.1, 0.6], [-0.5, -1.2, -2.1], [-0.3, 1.5, -0.8], [-2.8, 0.2, 0.7], [2.2, 0.5, 1.4], [0.3, 0.6, 0.2], [0.2, -1.5, 2.9], [-0.9, 1.4, 1.9], [2.9, 0.6, -0.4], [-0.9, -0.9, 0.5], [2.5, -3.2, -1.7], [0.9, -0.7, -0.1], [-2.5, 0.8, -0.4], [1.0, 0.0, -0.9], [0.9, 1.2, 0.6], [-4.2, -0.8, -1.2], [0.2, 0.6, 0.3]]
}



(6)
{
  "formula": "C7H13N3O",
  "method": "ωB97M-V with the def2-TZVPD basis set",
  "orbital_gap_ev": 9.223,
  "smiles": "CCc1c[nH]cn1.CC(N)=O",
  "homo_energy_ev": -8.5,
  "e_above_lowest_ev": 0.750,
  "elements": ["H", "H", "H", "C", "H", "H", "C", "H", "C", "C", "N", "H", "H", "H", "H", "H", "N", "C", "H", "N", "O", "C", "C", "H"],
  "coordinates": [[3.110, 0.350, -0.364], [0.425, 1.838, -0.712], [0.613, -2.292, 1.917], [-1.849, -0.647, -1.109], [-0.370, -2.206, -0.817], [-1.274, 1.839, 1.370], [-1.440, -2.081, -0.710], [-2.164, -2.724, -1.214], [2.374, -0.126, 0.259], [0.744, 1.900, 0.332], [2.261, -1.390, 0.762], [-1.830, -2.185, 0.304], [-1.683, 0.584, -2.794], [1.514, 2.666, 0.419], [-0.623, -0.680, -2.746], [-0.859, 3.225, 0.386], [-1.473, -0.296, -2.371], [1.117, -1.463, 1.452], [2.990, -2.058, 0.827], [0.456, -0.324, 1.421], [-2.608, -0.002, -0.424], [-0.453, 2.497, 1.090], [1.237, 0.548, 0.709], [-0.218, 3.026, 2.016]],
  "atomic_forces_ev_per_a": [[0.6, -0.7, 0.0], [0.2, 0.1, -0.1], [0.8, -0.6, 0.0], [-0.6, -1.0, 0.3], [0.0, -0.7, -0.1], [0.2, -0.5, -0.4], [-1.5, 1.4, 0.6], [0.8, -0.3, -0.8], [-1.5, 2.1, 0.5], [-0.5, 0.4, 0.3], [0.6, -0.3, -0.2], [0.9, 0.2, 0.3], [-0.4, 0.5, 0.4], [0.4, -0.2, -0.3], [-0.1, -0.4, 0.1], [-0.2, 0.2, 0.3], [0.9, -0.1, -0.6], [-1.8, 1.0, 0.5], [0.5, -0.5, -0.2], [0.3, 0.0, 0.0], [0.0, 0.4, -0.1], [-0.4, 0.2, 0.0], [0.4, -1.1, -0.3], [0.5, 0.0, -0.1]]
}



Number 1: strongest force on any atom 1.7 eV/A. Number 2: strongest force on any atom 4.1 eV/A. Number 3: strongest force on any atom 8.7 eV/A. Number 4: strongest force on any atom 2.4 eV/A. Number 5: strongest force on any atom 4.4 eV/A. Number 6: strongest force on any atom 2.6 eV/A.